A.
# CH4N2O2S

CH4N2O2S in the gas phase (ωB97M-V/def2-TZVPD, OMol25).

Summary:
lowest unoccupied orbital energy	-0.1	eV
HOMO energy	-10.5490	eV
charge	0
structure (SMILES)	C=NS(N)(=O)=O

```
10
Properties=species:S:1:pos:R:3:mulliken_charge:R:1
C -1.436 -0.933 -0.367 -0.1631
N -0.275 -0.737 -0.822 -0.3977
S 0.993 -0.209 0.218 1.0260
N 0.611 1.423 0.073 -0.4416
O 2.273 -0.444 -0.367 -0.5179
O 0.660 -0.668 1.805 -0.5862
H -2.403 -1.198 -0.828 0.2960
H -1.386 -0.870 0.774 0.2675
H -0.310 1.608 -0.036 0.2550
H 1.272 2.027 -0.451 0.2620
```

B.
# CH4N2O2S

A 2-piece molecular cluster, CH4N2O2S overall (ωB97M-V/def2-TZVPD, OMol25).

Summary:
lowest unoccupied orbital energy (alpha / beta)	-2.7 / -1.1	eV
HOMO energy (alpha / beta)	-10.1304 / -10.9981	eV
charge	0

```
10
Properties=species:S:1:pos:R:3:mulliken_charge:R:1
C 0.724 -0.797 1.170 -0.4976
N -0.668 1.480 -0.528 -0.2795
N 0.974 0.537 0.860 -0.3739
O -1.883 1.155 -2.719 -0.4243
O -0.485 -0.680 -1.818 -0.4524
S -0.979 0.684 -1.724 0.9051
H 0.002 -1.192 0.299 0.1895
H 1.613 -1.261 0.978 0.2796
H 0.312 -1.078 2.064 0.3520
H 0.391 1.152 1.417 0.3016
```

C.
# CH4N2O2S

A 2-piece molecular cluster, CH4N2O2S overall (ωB97M-V/def2-TZVPD, OMol25).

Summary:
lowest unoccupied orbital energy	-0.6	eV
HOMO energy	-9.8098	eV
charge	0

```
10
Properties=species:S:1:pos:R:3:mulliken_charge:R:1
C -0.843 -0.142 0.029 0.1702
N 0.471 0.222 -0.264 -0.4764
N -1.324 -0.400 1.177 -0.5470
O -4.088 0.320 -0.744 -0.4063
O -4.104 -2.053 -0.396 -0.3506
S -4.383 -0.784 0.156 0.7119
H -1.526 -0.022 -0.738 0.2323
H 0.694 0.657 -1.101 0.2086
H 1.126 -0.497 0.038 0.2421
H -0.835 -0.433 2.043 0.2152
```

The least stable of them is B.

A.
# CH4N2O2S

CH4N2O2S in the gas phase (ωB97M-V/def2-TZVPD, OMol25).

Summary:
lowest unoccupied orbital energy	0.5	eV
HOMO energy	-9.4818	eV
charge	0
structure (SMILES)	O=C(NO)NS

```
10
Properties=species:S:1:pos:R:3:mulliken_charge:R:1
O -1.194 1.464 -0.140 -0.6749
C -0.404 0.505 -0.069 0.5615
N -0.729 -0.791 -0.043 -0.0653
O -2.079 -1.064 -0.057 -0.4311
N 0.974 0.759 0.058 -0.2287
S 2.101 -0.395 -0.204 -0.2453
H -0.147 -1.584 -0.335 0.2584
H -2.464 -0.128 -0.136 0.3614
H 1.305 1.757 -0.206 0.3014
H 2.637 -0.523 1.131 0.1625
```

B.
# CH4N2O2S

CH4N2O2S as an isolated structure (ωB97M-V/def2-TZVPD, OMol25).

Summary:
lowest unoccupied orbital energy	-0.2	eV
HOMO energy	-9.1114	eV
charge	0

```
10
Properties=species:S:1:pos:R:3:mulliken_charge:R:1
C -0.073 0.019 -0.296 0.5977
H 2.094 0.765 0.450 0.3161
H 1.091 -1.515 0.242 0.2490
H -1.518 -1.706 -0.061 0.3402
H -1.634 1.554 0.503 0.3168
N 1.048 -0.758 -0.328 -0.2449
N -1.315 -0.419 -0.127 -0.2223
O 2.381 -0.023 -0.051 -0.3439
O -2.431 0.342 -0.121 -0.5128
S 0.359 1.740 -0.212 -0.4960
```

The least stable of them is B.

A.
# CH4N2O2S

A 2-piece molecular cluster, CH4N2O2S overall (ωB97M-V/def2-TZVPD, OMol25).

Summary:
lowest unoccupied orbital energy	-0.7	eV
HOMO energy	-8.9164	eV
charge	0

```
10
Properties=species:S:1:pos:R:3:mulliken_charge:R:1
C -1.273 0.096 0.734 -0.2684
N -0.499 0.890 -0.036 -0.3129
N -1.597 -0.992 0.045 -0.2929
O 2.845 1.312 0.510 -0.4064
O 2.430 -0.796 -0.667 -0.3881
S 2.277 -0.012 0.510 0.7547
H -0.508 0.631 -1.021 0.1794
H -0.581 1.921 0.243 0.2845
H -1.330 -1.263 -0.906 0.1854
H -1.765 -1.788 0.588 0.2647
```

B.
# CH4N2O2S

CH4N2O2S in the gas phase (ωB97M-V/def2-TZVPD, OMol25).

Summary:
lowest unoccupied orbital energy (alpha / beta)	-1.7 / -1.7	eV
HOMO energy (alpha / beta)	-9.9912 / -9.9928	eV
charge	0

```
10
Properties=species:S:1:pos:R:3:mulliken_charge:R:1
C -0.790 0.295 1.327 -0.5115
N 0.853 0.383 -2.322 -0.4830
N 0.424 -0.415 1.527 -0.0139
O 1.235 -0.451 0.514 -0.2213
O -0.649 -0.919 -1.119 -0.4786
S 0.711 -0.876 -1.475 0.5964
H -0.795 1.365 0.827 0.2693
H -1.514 -0.380 0.743 0.2672
H -1.235 0.446 2.321 0.3169
H 1.760 0.553 -2.343 0.2585
```

The least stable of them is B.

A.
# CH4N2O2S

A 2-piece molecular cluster, CH4N2O2S overall (ωB97M-V/def2-TZVPD, OMol25).

Summary:
lowest unoccupied orbital energy	-1.6	eV
HOMO energy	-8.9118	eV
charge	0

```
10
Properties=species:S:1:pos:R:3:mulliken_charge:R:1
C 0.559 -1.637 -1.359 -0.5597
N 0.652 0.120 0.009 -0.4398
N -0.044 -0.845 -0.350 -0.0607
O -0.237 2.431 2.912 -0.3241
O -1.793 1.951 1.118 -0.4152
S -1.133 2.972 1.967 0.7258
H 0.035 -1.251 -2.291 0.2281
H 1.652 -1.757 -1.284 0.3112
H 0.286 -2.725 -1.433 0.2476
H 0.023 0.742 0.711 0.2869
```

B.
# CH4N2O2S

A 2-piece molecular cluster, CH4N2O2S overall (ωB97M-V/def2-TZVPD, OMol25).

Summary:
lowest unoccupied orbital energy	-0.2	eV
HOMO energy	-10.1466	eV
charge	0
structure (SMILES)	[H]/N=C/[N+](=O)[O-].S

```
10
Properties=species:S:1:pos:R:3:mulliken_charge:R:1
H -1.538 1.570 -0.217 0.2510
N -2.340 0.995 -0.310 -0.4880
C -2.492 -0.041 0.380 0.0530
N -3.890 -0.471 0.273 0.8869
O -4.442 -0.579 1.322 -0.5264
O -4.340 -0.784 -0.787 -0.5099
H -1.742 -0.506 1.090 0.3332
S 2.666 -1.115 -0.433 -0.2548
H 3.001 -1.929 -1.310 0.1224
H 1.367 -1.579 -0.261 0.1325
```

C.
# CH4N2O2S

A 2-piece molecular cluster, CH4N2O2S overall (ωB97M-V/def2-TZVPD, OMol25).

Summary:
lowest unoccupied orbital energy	-1.0	eV
HOMO energy	-9.4459	eV
charge	0

```
10
Properties=species:S:1:pos:R:3:mulliken_charge:R:1
C -0.706 0.641 -0.276 0.2929
N 0.964 -1.161 0.584 -0.7269
N 0.122 1.585 -0.108 0.1853
O -2.352 -0.783 -1.401 -0.5145
O -0.054 2.846 -0.378 -0.5435
S -2.206 0.101 -0.203 0.2707
H 1.520 -1.497 1.305 0.2135
H 1.542 -1.081 -0.197 0.2597
H 0.992 1.315 0.317 0.2847
H 0.178 -1.965 0.357 0.2781
```

D.
# CH4N2O2S

CH4N2O2S in the gas phase (ωB97M-V/def2-TZVPD, OMol25).

Summary:
lowest unoccupied orbital energy	0.5	eV
HOMO energy	-8.9563	eV
charge	0
structure (SMILES)	ONC(=S)NO

```
10
Properties=species:S:1:pos:R:3:mulliken_charge:R:1
O -1.776 1.419 -0.091 -0.3450
N -0.507 0.889 0.052 -0.0391
C -0.348 -0.433 0.015 0.3727
S -1.569 -1.519 -0.116 -0.5193
N 0.940 -0.887 0.240 -0.1739
O 1.937 -0.075 -0.349 -0.4481
H -2.339 0.651 -0.017 0.2690
H 0.166 1.612 -0.092 0.2567
H 1.060 -1.845 -0.069 0.2689
H 2.437 0.187 0.426 0.3582
```

The least stable of them is C.

A.
# CH4N2O2S

CH4N2O2S as an isolated structure (ωB97M-V/def2-TZVPD, OMol25).

Summary:
lowest unoccupied orbital energy (alpha / beta)	-1.3 / -1.3	eV
HOMO energy (alpha / beta)	-9.4473 / -9.4462	eV
charge	0

```
10
Properties=species:S:1:pos:R:3:mulliken_charge:R:1
C -0.165 1.369 0.051 -0.2977
N -1.457 -1.833 1.112 -0.3785
N -0.184 0.118 0.184 -0.2410
O 0.869 -0.557 0.712 -0.4664
O 0.773 -2.901 0.157 -0.4284
S -0.120 -2.311 1.519 0.5224
H -1.054 1.714 -0.423 0.2493
H 0.546 2.173 0.299 0.2830
H -1.498 -1.006 0.658 0.4179
H 1.612 -2.582 0.476 0.3394
```

B.
# CH4N2O2S

CH4N2O2S in the gas phase (ωB97M-V/def2-TZVPD, OMol25).

Summary:
lowest unoccupied orbital energy	0.4	eV
HOMO energy	-8.5208	eV
charge	0
structure (SMILES)	ONC(=S)NO

```
10
Properties=species:S:1:pos:R:3:mulliken_charge:R:1
O -1.664 -1.139 0.292 -0.3796
N -0.465 -1.027 -0.216 -0.0710
C 0.337 -0.033 -0.023 0.1803
S 2.000 -0.068 -0.014 -0.3911
N -0.211 1.093 0.382 -0.1655
O -1.488 1.205 -0.343 -0.4968
H -2.186 -1.128 -0.469 0.3489
H 0.038 -1.973 -0.252 0.2824
H 0.285 1.922 -0.062 0.3343
H -2.211 1.465 0.384 0.3581
```

C.
# CH4N2O2S

A 2-piece molecular cluster, CH4N2O2S overall (ωB97M-V/def2-TZVPD, OMol25).

Summary:
lowest unoccupied orbital energy (alpha / beta)	-0.3 / -0.3	eV
HOMO energy (alpha / beta)	-8.4159 / -8.4145	eV
charge	0

```
10
Properties=species:S:1:pos:R:3:mulliken_charge:R:1
C -0.474 0.148 0.196 0.1720
N -1.025 -0.919 0.681 -0.2166
N 0.985 -0.038 -0.261 0.7415
O 1.458 -1.118 -0.017 -0.7301
O 1.607 1.032 -0.408 -0.6210
S -1.055 1.679 0.014 -0.3674
H 0.380 -0.158 -1.647 0.1736
H -0.362 -1.625 0.893 0.2700
H -2.021 -0.987 0.870 0.2341
H 0.506 1.986 -0.320 0.3439
```

The least stable of them is C.

A.
# CH4N2O2S

CH4N2O2S in the gas phase (ωB97M-V/def2-TZVPD, OMol25).

Summary:
lowest unoccupied orbital energy	0.3	eV
HOMO energy	-9.4752	eV
charge	0

```
10
Properties=species:S:1:pos:R:3:mulliken_charge:R:1
C 0.635 -0.365 -0.038 0.1955
N 1.942 -0.171 0.132 -0.3385
N -0.274 0.534 -0.016 -0.4075
O -3.056 1.094 -0.370 -0.4618
O -2.198 -1.167 -0.437 -0.5407
S -2.309 0.100 0.315 0.6784
H 0.220 -1.369 -0.061 0.3368
H 2.533 -0.861 0.404 0.1965
H 2.270 0.797 0.044 0.2078
H 0.236 1.407 0.028 0.1335
```

B.
# CH4N2O2S

CH4N2O2S in the gas phase (ωB97M-V/def2-TZVPD, OMol25).

Summary:
lowest unoccupied orbital energy	0.7	eV
HOMO energy	-9.8999	eV
charge	0

```
10
Properties=species:S:1:pos:R:3:mulliken_charge:R:1
C 0.655 0.756 1.278 0.0960
N -0.393 0.067 -1.589 -0.5259
N 0.162 -0.413 0.790 -0.2767
O 0.127 1.808 1.059 -0.5415
O -1.785 -1.698 -0.544 -0.4588
S -1.329 -0.417 -0.289 0.5432
H 1.608 0.609 1.723 0.3546
H -0.262 1.043 -1.808 0.2931
H 0.481 -0.505 -1.602 0.2835
H 0.737 -1.251 0.982 0.2324
```

The least stable of them is B.